Density functional theory data (ωB97M-V/def2-TZVPD) for 2 unconnected molecules or ions with the total composition C2H5N3OS in a non-equilibrium geometry.

Last column: Löwdin charge in e.
Geometry (Å):
S -2.798 -0.366 0.070  0.595
O 0.366 1.582 -0.341  -0.135
N 0.977 -1.185 -0.308  -0.045
N -0.656 1.005 0.267  -0.204
N -0.370 -1.220 -0.391  -0.001
C -1.128 -0.217 -0.021  -0.903
C 1.752 -0.555 0.452  -0.052
H 1.327 -0.072 1.339  0.075
H -0.095 2.292 -1.343  0.295
H -1.642 1.490 0.494  0.129
H 2.914 -0.609 0.387  0.110
H -0.647 -2.146 -0.606  0.134

Summary:
Gap between HOMO and LUMO in eV: 7.9
LUMO energy in eV: -0.51
Energy relative to the best compared isomer or geometry (same formula, charge and spin) in kcal/mol: 151.1
Multiplicity: 1
HOMO in hartree: -0.3095